{
  "formula": "C4H7FN3",
  "method": "wB97M-V/def2-TZVPD",
  "relative_energy_kcal_mol": 127.8,
  "homo_ev": -15.2,
  "charge": 1,
  "smiles": "N=[N+]=N[C@@H]1CC[C@H]1F",
  "orbital_gap_ev": 9.79,
  "lumo_ev": -5.440,
  "e_tot_ha": -420.2873,
  "max_force_ha_per_bohr": 0.07296,
  "species": ["N", "N", "N", "C", "C", "C", "C", "F", "H", "H", "H", "H", "H", "H", "H"],
  "coordinates": [[3.655210, -0.152978, 0.143428], [2.508612, 0.092711, 0.148231], [1.462409, 0.418598, -0.174101], [0.045467, 0.053608, -0.487642], [-1.138492, 1.062587, -0.345127], [-1.962295, -0.058937, 0.296534], [-0.679590, -0.985265, 0.378087], [-0.638183, -2.192711, -0.231276], [4.492193, 0.281512, 0.470016], [-0.058004, -0.339045, -1.580696], [-1.374505, 1.455911, -1.262007], [-0.849464, 1.877222, 0.200005], [-2.401872, -0.071966, 1.364101], [-2.848238, -0.519161, -0.352976], [-0.213243, -0.922083, 1.433427]],
  "forces_ev_per_a": [[-1.243, -1.197, -0.378], [0.981, 0.956, -1.098], [-0.907, -0.362, -0.101], [-1.246, -0.909, -2.092], [1.467, -2.164, 1.156], [-2.362, -2.857, 0.577], [0.965, 1.838, 0.902], [-0.223, -0.281, 0.667], [0.317, 0.595, 0.832], [1.212, 0.652, 1.756], [-1.175, 0.537, -2.242], [0.308, 2.004, 2.117], [0.664, 1.059, -1.781], [2.181, 1.053, 1.097], [-0.939, -0.923, -1.414]]
}